{
  "formula": "C4H5NO",
  "method": "ωB97M-V/def2-TZVPD",
  "symbols": ["C", "C", "C", "N", "O", "C", "H", "H", "H", "H", "H"],
  "coordinates": [[-1.481, -0.051, 0.101], [-0.030, -0.051, 0.089], [0.766, 1.067, -0.220], [2.035, 0.748, -0.302], [2.113, -0.587, -0.014], [0.878, -1.035, 0.220], [-1.904, -1.042, -0.073], [-2.005, 0.375, 0.960], [-1.727, 0.543, -0.937], [0.533, 2.123, -0.254], [0.822, -2.091, 0.430]],
  "forces_ev_per_a": [[-1.886, 0.780, -3.089], [0.460, 0.041, 0.498], [1.523, 0.297, 0.273], [-0.095, 0.605, 0.192], [0.049, 0.072, -0.180], [0.083, -0.770, -0.021], [0.124, -0.028, 0.142], [0.296, 0.285, -0.183], [-0.098, -1.166, 2.745], [-0.277, -0.170, -0.393], [-0.179, 0.054, 0.016]],
  "smiles": "Cc1cnoc1",
  "orbital_gap_ev": 10.568,
  "charge": 0,
  "homo_ev": -9.66,
  "fmax_ha_per_bohr": 0.0720,
  "energy_ev": -7764.6282,
  "lumo_energy_ev": 0.9,
  "relative_energy_kcal_mol": 43.78
}


{
  "formula": "C6H9N5O2",
  "method": "ωB97M-V/def2-TZVPD",
  "symbols": ["H", "N", "C", "N", "N", "C", "O", "N", "C", "C", "N", "C", "C", "O", "H", "H", "H", "H", "H", "H", "H", "H"],
  "coordinates": [[-2.027, -1.602, -1.283], [-1.320, -2.144, -0.915], [-0.340, -1.641, -0.319], [0.602, -2.400, 0.183], [0.128, -0.111, -0.156], [-0.858, 0.946, -0.224], [-0.770, 1.983, -0.814], [-2.103, 0.452, 0.271], [-3.373, 1.275, 0.327], [1.484, 0.160, -0.114], [2.407, -0.582, 0.410], [3.546, 0.136, 0.262], [3.289, 1.391, -0.170], [1.945, 1.408, -0.460], [0.433, -3.412, 0.012], [1.538, -2.150, 0.531], [-1.887, -0.032, 1.062], [-3.601, 1.640, -0.613], [-4.268, 0.714, 0.709], [-3.184, 2.216, 1.006], [4.366, -0.335, 0.867], [3.993, 2.087, -0.574]],
  "forces_ev_per_a": [[-1.447, 1.671, -0.710], [0.903, -0.873, 0.764], [0.818, 2.489, -0.641], [1.503, -3.651, 1.076], [-1.431, -0.913, -0.276], [-2.398, -1.271, -0.998], [0.762, 0.328, 0.233], [-0.138, 2.217, -2.062], [1.804, 0.689, 3.165], [-0.039, 1.491, 0.637], [-0.962, -0.201, -0.826], [1.926, -0.342, 2.598], [0.239, -1.788, -0.377], [-0.586, -0.626, -0.412], [0.157, 1.377, 0.214], [-0.955, 0.505, -0.346], [-0.063, -1.968, 2.677], [-0.271, 0.597, -1.979], [1.305, 0.166, -0.243], [-0.555, -1.735, -1.147], [-0.151, 1.056, -1.440], [-0.420, 0.780, 0.095]],
  "smiles": "[H]/N=C(/N)N(C(=O)NC)c1ncco1",
  "orbital_gap_ev": 9.467,
  "charge": 0,
  "homo_ev": -8.70,
  "fmax_ha_per_bohr": 0.0796,
  "energy_ev": -17911.8583,
  "lumo_energy_ev": 0.8,
  "relative_energy_kcal_mol": 6.48
}


{
  "formula": "C27H57N9O3PSi",
  "method": "ωB97M-V/def2-TZVPD",
  "symbols": ["C", "C", "Si", "C", "C", "C", "C", "N", "N", "C", "N", "O", "N", "P", "O", "C", "C", "C", "O", "C", "N", "H", "H", "H", "H", "H", "H", "H", "H", "H", "H", "H", "H", "H", "H", "H", "H", "H", "H", "H", "H", "H", "H", "H", "H", "H", "H", "H", "H", "H", "C", "C", "C", "C", "N", "H", "H", "H", "H", "H", "H", "H", "C", "C", "C", "C", "N", "H", "H", "H", "H", "H", "H", "H", "C", "C", "C", "C", "N", "H", "H", "H", "H", "H", "H", "H", "C", "C", "C", "C", "N", "H", "H", "H", "H", "H", "H", "H"],
  "coordinates": [[-1.840, 2.115, -2.510], [-0.965, 1.645, -1.305], [-2.292, 0.759, -0.184], [-3.003, -0.624, -1.273], [-3.746, 1.919, 0.160], [-1.667, 0.098, 1.465], [-0.398, 2.933, -0.693], [-0.629, 3.028, 0.760], [1.050, 3.180, -0.974], [1.633, 2.553, -2.029], [2.787, 3.093, -2.440], [3.544, 2.543, -3.443], [1.186, 1.420, -2.596], [0.898, 1.435, -4.329], [-0.328, 0.667, -4.557], [0.174, 0.682, -1.760], [0.989, 0.151, -0.541], [0.818, -1.335, -0.221], [-0.314, -1.928, -0.840], [2.090, -2.152, -0.505], [3.157, -1.633, 0.356], [-1.246, 2.810, -3.120], [-2.209, 1.290, -3.109], [-2.680, 2.715, -2.148], [-2.491, -0.711, -2.234], [-2.858, -1.581, -0.768], [-4.063, -0.455, -1.475], [-4.315, 1.598, 1.032], [-3.411, 2.956, 0.238], [-4.411, 1.887, -0.709], [-2.484, 0.192, 2.189], [-1.515, -0.980, 1.358], [-0.804, 0.598, 1.896], [-0.947, 3.788, -1.096], [-0.643, 4.007, 1.035], [0.210, 2.648, 1.195], [1.241, 4.174, -1.040], [3.162, 3.923, -2.003], [3.499, 3.159, -4.192], [0.803, 2.767, -4.796], [2.046, 0.897, -4.894], [-0.279, -0.107, -2.353], [0.770, 0.771, 0.327], [2.055, 0.304, -0.728], [0.683, -1.423, 0.867], [-0.431, -2.785, -0.412], [1.848, -3.170, -0.161], [2.357, -2.147, -1.563], [4.023, -2.142, 0.235], [2.899, -1.738, 1.331], [-1.177, -4.929, 2.873], [-2.625, -5.314, 2.594], [-3.490, -4.111, 2.204], [-3.513, -3.121, 3.285], [-3.527, -2.348, 4.131], [-1.103, -4.242, 3.719], [-0.590, -5.814, 3.120], [-0.720, -4.451, 2.002], [-3.045, -5.797, 3.478], [-2.654, -6.047, 1.787], [-4.513, -4.426, 1.998], [-3.097, -3.634, 1.302], [1.492, -5.278, 7.993], [0.277, -4.625, 7.343], [-0.953, -5.539, 7.325], [-0.683, -6.763, 6.565], [-0.470, -7.711, 5.957], [1.811, -6.164, 7.442], [2.333, -4.585, 8.011], [1.276, -5.574, 9.021], [0.530, -4.333, 6.321], [0.027, -3.711, 7.885], [-1.799, -5.025, 6.866], [-1.238, -5.815, 8.341], [1.082, -0.481, -10.224], [2.434, -0.590, -9.528], [2.317, -1.041, -8.066], [1.525, -0.085, -7.290], [0.890, 0.658, -6.690], [0.448, 0.271, -9.753], [1.214, -0.189, -11.265], [0.553, -1.435, -10.206], [2.941, 0.375, -9.574], [3.059, -1.305, -10.064], [3.306, -1.120, -7.611], [1.839, -2.021, -8.005], [1.060, 6.403, 4.595], [1.517, 6.281, 3.146], [1.203, 7.527, 2.310], [-0.241, 7.769, 2.267], [-1.372, 7.945, 2.221], [-0.022, 6.518, 4.663], [1.328, 5.508, 5.156], [1.527, 7.260, 5.082], [1.040, 5.407, 2.692], [2.595, 6.104, 3.125], [1.561, 7.400, 1.287], [1.697, 8.404, 2.731]],
  "forces_ev_per_a": [[0.493, 0.298, 0.337], [-0.234, -0.108, -0.682], [-0.369, 0.045, 0.238], [0.359, 0.055, 0.169], [0.418, 0.115, -0.879], [-0.459, -0.367, -0.162], [-0.809, 0.311, 1.449], [0.941, 0.155, -0.508], [-0.245, -0.468, -1.363], [0.557, -0.206, 0.117], [-0.315, 0.680, -0.204], [-0.016, -0.154, 0.002], [-0.572, 1.089, -0.250], [-0.742, -1.359, -0.738], [-0.359, -0.155, 1.035], [-0.189, 0.643, 1.286], [-0.186, 0.051, -0.685], [0.461, -0.446, 0.726], [0.164, 0.288, -0.119], [-0.385, -0.212, 1.153], [0.251, 0.311, -0.346], [-0.161, -0.232, -0.317], [0.091, 0.123, -0.136], [0.013, -0.141, 0.032], [-0.029, -0.023, 0.054], [-0.217, 0.010, -0.060], [0.041, -0.068, 0.084], [0.120, 0.153, 0.066], [-0.157, -0.040, 0.419], [-0.064, -0.030, 0.142], [0.057, 0.097, -0.050], [0.322, 0.099, 0.152], [0.050, -0.152, -0.053], [0.074, -0.165, -0.250], [-0.165, -0.048, 0.044], [-0.312, -0.149, 0.359], [0.155, -0.019, 0.587], [0.101, -0.136, 0.019], [-0.040, -0.075, 0.043], [0.431, 0.083, 0.536], [0.381, 0.307, 0.601], [0.369, -0.003, -0.162], [-0.141, -0.227, 0.039], [-0.057, -0.107, 0.009], [0.003, 0.164, -0.054], [-0.095, 0.044, -0.211], [-0.067, -0.137, -0.670], [0.110, 0.047, 0.073], [-0.045, 0.015, -0.105], [-0.035, -0.014, -0.053], [0.028, -0.097, 0.059], [0.240, -0.048, 0.005], [0.048, -0.183, 0.203], [-0.126, -0.048, -0.364], [0.068, 0.155, 0.212], [-0.023, 0.053, -0.043], [0.017, 0.010, -0.020], [0.002, 0.012, 0.012], [-0.065, 0.006, -0.032], [-0.097, 0.028, -0.015], [-0.018, 0.070, -0.022], [-0.032, 0.047, 0.008], [0.016, 0.028, -0.037], [0.229, 0.015, 0.108], [0.196, 0.090, -0.112], [-0.254, 0.221, 0.166], [0.091, -0.173, -0.186], [-0.050, -0.028, 0.020], [-0.008, 0.002, 0.036], [0.015, -0.011, -0.004], [-0.093, 0.007, -0.017], [-0.107, -0.012, -0.039], [-0.048, -0.059, 0.020], [-0.019, -0.028, -0.010], [0.018, 0.010, 0.009], [-0.153, 0.062, -0.229], [0.039, 0.124, -0.200], [0.012, -0.425, -0.178], [0.513, 0.374, -1.377], [-0.007, -0.031, 0.035], [-0.004, -0.029, -0.005], [-0.014, 0.011, -0.007], [0.064, -0.036, 0.065], [0.057, -0.025, 0.109], [-0.038, -0.022, 0.070], [-0.028, 0.015, 0.051], [-0.032, -0.051, -0.011], [0.065, -0.073, 0.228], [-0.066, -0.243, 0.121], [0.335, 0.126, -0.132], [-0.281, -0.051, -0.013], [0.006, 0.057, -0.024], [0.027, 0.022, 0.014], [-0.011, -0.001, 0.005], [0.017, 0.025, -0.062], [0.000, 0.042, -0.102], [-0.002, 0.101, -0.014], [-0.025, 0.022, -0.014]],
  "orbital_gap_ev": 9.001,
  "charge": 1,
  "homo_ev": -11.89,
  "fmax_ha_per_bohr": 0.0334,
  "energy_ev": -65635.8446,
  "lumo_energy_ev": -2.9
}


{
  "formula": "C29H50BrCuN3O9P3S",
  "method": "ωB97M-V/def2-TZVPD",
  "symbols": ["Cu", "O", "P", "O", "O", "O", "P", "O", "O", "O", "H", "H", "C", "N", "C", "C", "S", "N", "C", "C", "H", "H", "H", "H", "H", "H", "H", "H", "H", "H", "H", "H", "Br", "C", "C", "N", "C", "C", "C", "C", "O", "O", "H", "H", "H", "C", "C", "C", "C", "C", "C", "P", "C", "C", "C", "C", "C", "C", "C", "C", "C", "C", "C", "C", "H", "H", "H", "H", "H", "H", "H", "H", "H", "H", "H", "H", "H", "H", "H", "H", "H", "H", "H", "H", "H", "H", "H", "H", "H", "H", "H", "H", "H", "H", "H", "H", "H"],
  "coordinates": [[0.405, 0.553, 0.647], [3.400, 1.624, 1.950], [3.105, 0.064, 2.089], [4.318, -0.744, 2.243], [2.160, -0.296, 0.934], [2.226, -0.054, 3.446], [0.706, 0.405, 3.657], [-0.141, -0.902, 3.138], [0.412, 0.595, 5.089], [0.401, 1.448, 2.607], [2.696, 2.064, 1.427], [-0.248, -1.514, 3.880], [-2.661, 1.565, 2.852], [-2.168, 2.756, 2.183], [-1.492, 3.686, 3.085], [-1.970, 2.781, 0.851], [-1.727, 1.341, -0.062], [-2.033, 3.970, 0.226], [-2.692, 5.122, 0.827], [-1.768, 4.128, -1.197], [-3.335, 1.891, 3.649], [-1.850, 0.987, 3.286], [-3.208, 0.948, 2.148], [-0.798, 3.107, 3.695], [-2.214, 4.204, 3.722], [-0.917, 4.415, 2.524], [-3.346, 4.795, 1.632], [-3.287, 5.609, 0.054], [-1.975, 5.847, 1.217], [-1.091, 3.366, -1.559], [-1.325, 5.113, -1.354], [-2.710, 4.063, -1.753], [0.998, 7.095, 2.750], [1.237, 6.412, 0.996], [1.350, 7.292, -0.070], [1.495, 6.881, -1.324], [1.511, 5.570, -1.544], [1.402, 4.616, -0.539], [1.280, 5.048, 0.774], [1.293, 3.133, -0.864], [1.087, 2.811, -2.035], [1.345, 2.389, 0.159], [1.318, 8.363, 0.102], [1.599, 5.236, -2.570], [1.204, 4.318, 1.570], [2.532, -5.205, 0.876], [1.312, -4.827, 1.735], [0.860, -3.386, 1.474], [0.963, -3.088, -0.022], [2.455, -3.044, -0.424], [3.306, -3.959, 0.464], [0.031, -1.582, -0.533], [0.528, -1.194, -2.270], [0.462, -2.365, -3.269], [1.310, -2.101, -4.520], [1.252, -0.627, -4.896], [1.896, 0.237, -3.796], [1.855, -0.441, -2.421], [-1.729, -2.123, -0.729], [-2.474, -2.059, 0.614], [-3.910, -2.535, 0.436], [-3.957, -4.022, 0.034], [-2.606, -4.502, -0.498], [-1.989, -3.473, -1.439], [2.204, -5.735, -0.025], [3.175, -5.901, 1.421], [1.544, -4.945, 2.797], [0.484, -5.511, 1.519], [1.497, -2.674, 1.999], [-0.147, -3.232, 1.866], [0.505, -3.928, -0.566], [2.835, -2.030, -0.349], [2.544, -3.355, -1.471], [3.625, -3.405, 1.350], [4.222, -4.226, -0.066], [-0.251, -0.462, -2.535], [-0.577, -2.529, -3.568], [0.799, -3.292, -2.797], [0.962, -2.738, -5.338], [2.350, -2.380, -4.331], [0.204, -0.341, -5.035], [1.744, -0.452, -5.856], [1.391, 1.197, -3.716], [2.937, 0.452, -4.053], [1.982, 0.311, -1.641], [2.685, -1.141, -2.309], [-2.157, -1.322, -1.347], [-2.436, -1.045, 0.998], [-1.981, -2.681, 1.364], [-4.387, -1.920, -0.334], [-4.479, -2.370, 1.354], [-4.718, -4.174, -0.736], [-4.255, -4.637, 0.887], [-2.723, -5.460, -1.013], [-1.918, -4.687, 0.332], [-2.670, -3.310, -2.280], [-1.077, -3.881, -1.876]],
  "forces_ev_per_a": [[0.241, -0.336, 0.042], [0.037, 0.149, 0.021], [-0.115, 0.139, -0.470], [0.150, -0.056, 0.042], [-0.337, 0.055, 0.092], [0.105, -0.082, 0.367], [-0.180, -0.349, -0.092], [-0.028, -0.115, 0.174], [0.027, 0.295, 0.033], [-0.071, -0.176, -0.188], [0.098, -0.145, 0.074], [0.047, 0.154, -0.140], [-0.029, -0.059, 0.048], [0.095, 0.015, -0.124], [-0.068, 0.092, 0.049], [-0.001, 0.018, -0.064], [-0.148, 0.040, -0.033], [-0.016, -0.066, 0.146], [0.018, -0.064, 0.054], [-0.049, 0.032, -0.016], [0.014, -0.005, 0.001], [0.001, -0.022, -0.004], [-0.049, -0.027, -0.025], [-0.042, 0.042, -0.003], [0.004, 0.017, -0.011], [0.014, 0.011, -0.010], [0.022, 0.031, -0.004], [-0.027, 0.005, 0.011], [0.009, 0.016, -0.003], [0.037, -0.012, -0.022], [-0.001, -0.023, -0.032], [0.026, 0.021, -0.013], [-0.004, -0.005, -0.009], [0.010, -0.048, -0.045], [-0.022, 0.090, 0.183], [0.012, 0.098, -0.075], [-0.012, -0.185, -0.034], [0.027, 0.042, 0.016], [-0.005, 0.064, -0.055], [-0.055, 0.147, 0.054], [0.061, -0.034, -0.038], [0.088, -0.177, 0.030], [0.003, -0.012, -0.010], [0.006, 0.002, -0.009], [0.005, -0.008, 0.021], [0.010, -0.046, -0.021], [-0.062, 0.004, 0.033], [0.007, -0.002, 0.087], [0.009, -0.104, -0.149], [0.003, -0.017, -0.144], [0.079, 0.019, 0.068], [0.194, 0.437, 0.029], [-0.187, 0.087, -0.064], [-0.013, -0.081, -0.020], [0.014, -0.041, -0.028], [-0.001, 0.026, -0.037], [0.069, -0.029, -0.024], [0.093, -0.025, 0.101], [-0.065, 0.106, 0.108], [0.023, -0.112, 0.079], [-0.033, 0.049, 0.011], [-0.042, -0.044, -0.001], [0.025, -0.061, -0.025], [0.080, -0.126, -0.101], [-0.003, 0.002, -0.014], [0.008, 0.007, -0.015], [0.018, 0.025, -0.010], [0.011, -0.010, 0.017], [-0.022, 0.016, 0.044], [0.058, -0.025, -0.054], [-0.065, 0.099, 0.094], [0.019, 0.042, 0.067], [0.024, -0.016, 0.028], [-0.014, 0.025, 0.029], [-0.002, -0.016, -0.018], [0.005, -0.037, -0.025], [0.019, 0.027, -0.017], [-0.001, 0.016, -0.032], [0.010, 0.024, 0.004], [0.018, -0.002, 0.013], [-0.013, -0.002, 0.013], [-0.008, 0.005, 0.005], [-0.022, 0.061, -0.010], [-0.006, -0.022, 0.010], [-0.051, -0.007, -0.009], [-0.009, 0.021, -0.051], [0.051, 0.002, 0.018], [-0.011, 0.121, 0.038], [-0.009, 0.020, -0.029], [0.014, 0.007, -0.015], [0.002, -0.001, -0.006], [-0.011, -0.007, 0.007], [0.017, -0.004, 0.007], [-0.003, 0.015, -0.004], [0.008, 0.000, 0.019], [-0.027, -0.011, 0.008], [-0.110, 0.017, 0.060]],
  "orbital_gap_ev": [7.991, 8.228],
  "charge": -1,
  "multiplicity": 2,
  "homo_ev": [-5.79, -6.47],
  "fmax_ha_per_bohr": 0.0098,
  "energy_ev": -207179.1637,
  "lumo_energy_ev": [2.2, 1.8],
  "relative_energy_kcal_mol": 0.00
}